Record 1
Entry from the OMol25 dataset: C14H23BBeN6 as an isolated structure in a non-equilibrium geometry (ωB97M-V/def2-TZVPD).

Last column: Mulliken charge in e.
Positions of all 45 atoms, in Å:
H: 0.56 2.87 0.79  0.3828
N: 0.11 1.41 -0.67  0.6437
B: -0.15 0.18 -2.89  -0.2733
N: 0.17 1.45 -2.09  -0.2341
C: 0.55 2.66 -2.49  -0.0561
Be: -0.33 -0.15 -0.13  -0.8393
H: 0.62 2.91 -3.55  0.4261
C: 0.76 3.44 -1.38  -1.0590
H: 1.04 4.51 -1.35  0.3507
C: 0.49 2.63 -0.26  0.0806
H: -0.07 0.32 -4.07  -0.0927
C: -0.94 -1.45 1.11  -1.4622
H: -0.95 -1.36 2.18  0.4002
H: -0.23 -2.27 0.92  0.4629
H: -1.84 -1.91 0.74  0.6265
N: -1.56 -0.22 -2.45  -0.1720
N: 0.75 -0.88 -2.28  -0.0145
N: -1.77 -0.37 -1.09  0.4539
N: 0.81 -1.10 -0.91  0.2049
C: -2.72 -0.41 -3.09  -0.0420
C: 1.64 -1.66 -2.92  -0.1087
H: -2.78 -0.30 -4.16  0.4672
H: 1.74 -1.62 -3.97  0.4936
C: -3.68 -0.71 -2.14  -1.1764
C: 2.26 -2.44 -1.94  -1.2050
C: -3.05 -0.68 -0.90  0.0825
C: 1.72 -2.07 -0.71  0.1525
H: -4.75 -0.90 -2.31  0.3492
H: 3.02 -3.18 -2.09  0.4110
H: -3.44 -0.84 0.10  0.5413
H: 1.94 -2.41 0.29  0.4212
H: -1.11 -0.16 1.14  0.2487
C: -0.51 0.44 3.68  -1.9799
C: 0.83 0.70 3.06  1.7417
C: 1.93 0.39 4.01  -1.8073
C: 1.03 -0.05 1.77  -1.2748
H: -0.67 -0.58 3.97  0.3530
H: -1.35 0.63 3.05  0.5187
H: -0.69 1.02 4.57  0.4781
H: 0.85 1.77 2.82  -0.2112
H: 2.01 -0.67 4.22  0.3401
H: 2.90 0.64 3.60  0.4009
H: 1.84 0.92 4.95  0.4751
H: 1.51 0.54 1.01  0.4196
H: 1.47 -1.05 1.86  0.0819

Its energy relative to the best compared isomer or geometry (same formula, charge and spin) is 5.3771 eV. The HOMO energy is -5.01 eV. The calculation puts the electronic energy at -24908.2180 eV. For the HOMO-LUMO gap, the calculation gives 5.51 eV. Its spin multiplicity is 1. Its LUMO energy is 0.50 eV.

Record 2
Entry from the OMol25 dataset: a 8-piece molecular cluster, C14H23BCl22NO2 overall in a non-equilibrium geometry (ωB97M-V/def2-TZVPD).

Last column: Mulliken charge in e.
Positions of all 63 atoms, in Å:
N: -0.21 1.74 -3.44  -0.6375
C: 0.51 2.39 -2.32  -0.3337
C: 0.59 3.88 -2.55  0.3045
C: 1.02 4.72 -1.35  -0.7054
C: 0.20 4.50 -0.07  -0.8057
C: 0.96 3.97 1.16  -0.1470
B: 1.96 2.72 0.99  0.8145
O: 1.59 1.48 1.75  -0.2336
C: 2.79 0.79 1.87  -0.6818
C: 3.91 1.84 1.58  -0.0224
Cl: 5.33 1.66 2.71  -0.3103
O: 3.30 3.05 1.69  -0.8075
H: 0.01 0.75 -3.48  0.1477
H: -1.21 1.81 -3.30  0.2107
H: 0.02 2.17 -1.37  0.2774
H: 1.51 1.98 -2.28  0.2800
H: -0.38 4.26 -2.89  -0.5783
H: 1.33 4.04 -3.34  0.2815
H: 2.09 4.62 -1.16  0.3697
H: 0.87 5.75 -1.66  0.4456
H: -0.66 3.87 -0.29  0.4147
H: -0.22 5.47 0.22  0.3309
H: 0.20 3.66 1.87  -0.2877
H: 1.48 4.81 1.62  0.2831
H: 2.27 2.40 -0.17  -0.4341
H: 2.94 0.37 2.86  0.4364
H: 2.91 0.00 1.11  0.2530
H: 4.34 1.70 0.59  0.2124
C: -0.42 4.39 5.20  0.2537
Cl: -1.03 5.38 6.54  -0.1733
Cl: -1.53 4.44 3.84  -0.1265
Cl: 1.20 4.87 4.74  -0.0877
H: -0.38 3.36 5.55  0.0911
C: -3.07 6.00 -4.01  -0.0207
Cl: -1.91 6.82 -2.97  -0.0971
Cl: -2.88 6.51 -5.70  -0.1395
Cl: -2.93 4.25 -3.87  -0.0966
H: -4.06 6.28 -3.69  0.3124
C: 0.11 -1.03 3.41  0.5756
Cl: -1.52 -1.53 2.98  -0.1118
Cl: 0.10 0.05 4.81  -0.1400
Cl: 1.13 -2.45 3.74  -0.1540
H: 0.54 -0.49 2.57  -0.1602
C: -1.57 -2.56 -1.27  0.1121
Cl: -0.58 -1.65 -2.40  -0.1215
Cl: -0.60 -3.24 0.03  -0.0633
Cl: -2.87 -1.56 -0.62  -0.1475
H: -2.03 -3.38 -1.81  0.2052
C: -0.85 -7.66 -1.43  0.1836
Cl: -1.82 -6.70 -2.55  -0.1275
Cl: 0.77 -6.98 -1.25  -0.1363
Cl: -1.65 -7.81 0.13  -0.0998
H: -0.75 -8.65 -1.85  0.1898
C: 2.94 -9.90 -1.84  0.3768
Cl: 3.57 -9.93 -3.48  -0.1229
Cl: 1.44 -10.81 -1.72  -0.1411
Cl: 4.14 -10.51 -0.69  -0.1244
H: 2.72 -8.87 -1.58  0.0032
C: -5.23 -5.40 1.73  -0.0435
Cl: -4.68 -6.97 1.15  -0.1141
Cl: -5.18 -5.32 3.49  -0.1295
Cl: -4.29 -4.08 1.03  -0.0061
H: -6.27 -5.28 1.43  0.3043

Its energy relative to the best compared isomer or geometry (same formula, charge and spin) is 0.3372 eV. The HOMO energy is -5.17 eV. The calculation puts the electronic energy at -296648.5519 eV. The charge is -1. For the HOMO-LUMO gap, the calculation gives 6.65 eV. Its spin multiplicity is 1. Its LUMO energy is 1.47 eV.

Record 3
Entry from the OMol25 dataset: a 2-piece molecular cluster, C14H23BCl3F2O13P2 overall (ωB97M-V/def2-TZVPD).

Last column: Mulliken charge in e.
Positions of all 58 atoms, in Å:
C: -4.34 -0.40 0.37  -1.5340
C: -3.19 0.42 -0.24  -0.6055
C: -2.03 -0.37 -0.83  1.5903
C: -2.38 -1.40 -1.90  -0.7281
C: -2.87 -0.88 -3.24  0.0524
C: -1.97 0.17 -3.88  -1.2665
Cl: -4.57 -0.27 -3.17  -0.2416
O: -1.37 -1.04 0.25  -0.4655
C: 0.05 -1.00 0.20  1.1146
C: 0.59 -0.25 1.44  -1.3519
O: 1.75 0.54 1.19  -0.3146
C: 1.59 1.75 0.49  1.1759
Cl: 2.73 2.92 1.26  -0.1955
C: 0.19 2.34 0.63  -0.7686
P: -0.20 3.88 -0.27  0.7295
O: 0.88 4.53 -1.00  -0.6334
O: -1.43 3.50 -1.23  -0.4553
O: -0.85 4.82 0.86  -0.5771
P: 2.06 1.53 -1.29  0.5892
O: 0.83 1.45 -2.10  -0.4416
O: 3.02 0.26 -1.30  -0.6609
O: 3.06 2.68 -1.73  -0.4940
C: 0.61 -2.43 0.23  -0.5486
C: 0.53 -3.17 -1.07  0.3784
O: -0.03 -4.20 -1.27  -0.5088
Cl: 1.39 -2.37 -2.42  -0.1780
H: -4.22 -0.51 1.45  0.3714
H: -4.40 -1.41 -0.06  0.2821
H: -5.30 0.08 0.18  0.3276
H: -3.57 1.12 -0.99  0.5435
H: -2.75 1.03 0.57  0.3176
H: -1.35 0.35 -1.30  -0.4495
H: -1.46 -1.94 -2.13  -0.2612
H: -3.08 -2.15 -1.51  0.4137
H: -2.93 -1.74 -3.91  0.5674
H: -2.36 0.48 -4.85  0.4633
H: -0.96 -0.25 -4.01  0.2601
H: -1.86 1.06 -3.26  0.2144
H: 0.36 -0.51 -0.73  0.1158
H: 0.89 -0.99 2.19  0.5738
H: -0.20 0.33 1.91  0.1446
H: -0.59 1.62 0.34  -0.6946
H: 0.06 2.53 1.71  0.9028
H: -2.25 3.34 -0.76  0.3218
H: -1.41 4.35 1.49  0.3659
H: 2.75 -0.41 -0.65  0.4440
H: 2.68 3.12 -2.50  0.3821
H: 1.64 -2.44 0.61  0.2727
H: 0.02 -3.01 0.95  0.3852
B: 5.18 -1.68 4.27  0.5436
O: 4.67 -2.69 3.26  -0.4324
C: 3.38 -2.61 3.16  0.7280
O: 2.65 -3.27 2.45  -0.6801
C: 2.88 -1.50 4.13  0.6851
O: 1.72 -1.18 4.26  -0.6700
O: 3.92 -1.00 4.74  -0.4245
F: 6.03 -0.78 3.66  -0.3387
F: 5.79 -2.34 5.33  -0.3360

The HOMO energy is -7.01 eV. The calculation puts the electronic energy at -103779.5752 eV. The charge is -1. For the HOMO-LUMO gap, the calculation gives 8.61 eV. Its spin multiplicity is 1. Its LUMO energy is 1.60 eV.

Record 4
Entry from the OMol25 dataset: a 3-piece molecular cluster, C14H23BN2O7 overall in a non-equilibrium geometry (ωB97M-V/def2-TZVPD).

Last column: Mulliken charge in e.
Positions of all 47 atoms, in Å:
C: 0.85 -1.85 2.45  -0.6610
C: -0.02 -1.59 1.44  -0.5024
C: -1.51 -1.47 1.66  -0.1275
C: -2.17 -0.13 1.54  0.2328
C: -1.74 1.12 1.70  1.0488
C: -0.40 1.64 2.05  -0.7494
B: 0.47 1.97 0.75  0.7537
O: 0.76 1.03 -0.20  -0.7334
O: 0.91 3.26 0.55  -0.5030
C: -2.91 2.02 1.48  0.1252
O: -2.99 3.20 1.63  -0.5376
O: -3.99 1.26 1.08  -0.3486
C: -3.62 -0.07 1.20  -0.0924
O: -4.39 -0.97 1.05  -0.5484
H: 1.01 -1.17 3.29  0.2342
H: 1.47 -2.74 2.44  0.2657
H: 0.35 -1.44 0.43  0.4281
H: -1.80 -1.94 2.60  0.4081
H: -1.95 -2.09 0.87  0.1712
H: -0.53 2.57 2.61  0.3563
H: 0.10 0.93 2.72  0.2293
H: 1.62 0.61 -0.07  0.2597
H: 1.16 3.65 1.39  0.3003
C: 6.15 2.04 -0.55  -0.9317
N: 5.07 1.37 0.15  0.1370
C: 4.66 1.87 1.46  -0.6976
C: 4.43 0.31 -0.35  0.1378
O: 3.52 -0.29 0.20  -0.6613
H: 7.07 2.01 0.04  0.3427
H: 5.89 3.08 -0.74  0.3432
H: 6.33 1.54 -1.50  0.2884
H: 4.78 1.09 2.21  0.3085
H: 3.61 2.16 1.43  0.0436
H: 5.27 2.73 1.72  0.3841
H: 4.81 0.00 -1.34  0.3148
C: -4.08 -2.11 -4.39  -0.9190
N: -3.38 -2.18 -3.13  0.1709
C: -4.09 -1.92 -1.89  -0.8628
C: -2.07 -2.47 -3.05  0.0586
O: -1.44 -2.54 -2.00  -0.5449
H: -4.50 -1.11 -4.54  0.3305
H: -4.90 -2.84 -4.42  0.3231
H: -3.40 -2.33 -5.21  0.2945
H: -3.63 -1.08 -1.38  0.1817
H: -4.03 -2.80 -1.24  0.2993
H: -5.13 -1.70 -2.10  0.3838
H: -1.60 -2.65 -4.03  0.2653

The HOMO energy is -7.88 eV. The calculation puts the electronic energy at -32880.5262 eV. For the HOMO-LUMO gap, the calculation gives 7.67 eV. Its spin multiplicity is 1. The SMILES is C=CCC1=C(CB(O)O)C(=O)OC1=O.CN(C)C=O.CN(C)C=O. Its LUMO energy is -0.21 eV.

Record 5
Entry from the OMol25 dataset: C14H23ClIO2P2Y as an isolated structure in a non-equilibrium geometry (ωB97M-V/def2-TZVPD).

Last column: Mulliken charge in e.
Positions of all 44 atoms, in Å:
C: -3.94 1.63 -6.61  -0.8847
C: -2.87 1.96 -5.59  0.5054
H: -3.90 2.35 -7.44  0.3152
H: -4.92 1.65 -6.14  0.3231
H: -3.78 0.62 -7.00  0.3177
O: -2.09 2.88 -5.67  -0.3459
I: -2.66 0.67 -3.72  0.0745
Y: -0.31 0.36 -1.01  0.4513
P: -1.64 1.65 1.14  0.7363
C: -1.12 3.13 2.10  -1.1423
C: -2.91 2.34 0.03  -1.1601
H: -3.12 -0.12 1.86  0.3400
H: -3.44 1.42 2.73  0.4237
H: -2.02 0.42 3.20  0.3829
C: -2.65 0.75 2.36  -1.2061
H: -3.41 1.55 -0.53  0.3969
H: -3.65 2.84 0.68  0.3899
H: -2.03 3.60 2.53  0.4115
H: -0.63 3.84 1.43  0.3800
H: -2.48 3.10 -0.64  0.4040
H: -0.45 2.81 2.92  0.3816
C: 1.38 1.44 0.47  0.1719
O: 2.12 2.06 1.09  -0.0666
Cl: -2.25 -1.16 -0.70  -0.3269
C: 3.17 -2.63 -1.19  -1.2477
P: 1.79 -1.65 -0.42  0.8218
C: 0.54 -3.01 -0.45  -1.2704
C: 2.56 -1.66 1.27  0.6246
C: 3.74 -0.91 1.40  -0.4338
C: 4.38 -0.79 2.65  -0.7568
C: 3.80 -1.37 3.79  -0.4408
C: 2.58 -2.04 3.67  -0.6356
C: 1.95 -2.17 2.42  -0.2755
H: 2.98 -2.93 -2.23  0.4031
H: 3.40 -3.57 -0.66  0.4011
H: 4.14 -2.12 -1.25  0.3626
H: 1.02 -3.98 -0.26  0.3830
H: -0.25 -2.86 0.29  0.4190
H: 0.10 -3.02 -1.46  0.4655
H: 4.17 -0.40 0.54  0.3836
H: 5.32 -0.26 2.73  0.4082
H: 4.29 -1.28 4.76  0.4034
H: 2.11 -2.47 4.56  0.4113
H: 0.98 -2.67 2.35  0.3003

The HOMO energy is -14.77 eV. The calculation puts the electronic energy at -59216.8520 eV. The charge is +2. For the HOMO-LUMO gap, the calculation gives 6.79 eV. Its spin multiplicity is 1. Its LUMO energy is -7.98 eV.

Molecular weight readings, ordered: 295.2; 1028.1; 616.4; 342.2; 536.5 g mol⁻¹